Entry 1:
A molecular structure, C29H50BMoN10, computed with ωB97M-V/def2-TZVPD.

Values from the calculation:
charge	+3
LUMO energy (alpha / beta)	-11.0 / -11.0	eV
multiplicity	1
Kohn-Sham gap (alpha / beta)	6.818 / 6.821	eV

```
91
Properties=species:S:1:pos:R:3:forces:R:3:mulliken_charge:R:1
Mo 0.3921 -0.4188 -0.2761 0.008 0.016 -0.171 -1.864
C 5.5796 0.2187 1.2074 0.012 0.009 0.010 -1.335
C 4.4581 -0.3547 0.4223 0.005 0.004 0.023 0.924
C 4.5043 -1.3329 -0.5826 -0.056 -0.003 0.010 -1.642
C 3.2100 -1.5038 -1.0156 0.190 0.017 0.033 -0.773
N 2.3994 -0.6774 -0.2959 -0.191 0.101 -0.016 1.784
N 3.1836 0.0263 0.5760 -0.010 -0.025 0.031 -0.258
B 2.4725 1.0971 1.4390 0.053 -0.046 -0.036 -0.438
N 1.4265 0.3450 2.3014 -0.037 0.085 0.046 -0.178
N 0.5778 -0.5447 1.6698 0.025 -0.065 0.069 1.532
C 0.0854 -1.4075 2.6420 -0.023 -0.015 0.038 -0.649
C 0.5401 -0.9688 3.8546 0.011 0.031 -0.009 -1.270
C 1.3934 0.1275 3.6114 -0.029 -0.054 0.000 0.781
C 2.1912 0.9001 4.5951 0.009 0.006 -0.004 -1.507
C -0.6396 -2.6971 2.3326 -0.011 -0.019 -0.041 2.373
C -0.2795 -3.1583 0.9181 0.149 0.082 0.107 -1.012
C -2.1654 -2.5875 2.5033 0.065 0.044 0.027 -1.416
C -0.1256 -3.7662 3.3148 -0.007 0.013 -0.009 -1.883
N 1.7217 2.0296 0.4547 0.011 0.074 0.049 -0.227
N 0.7539 1.5016 -0.3859 0.002 -0.030 0.059 1.384
C 0.3948 2.5189 -1.2747 0.029 0.107 -0.056 -0.664
C 1.1179 3.6295 -0.9610 -0.004 -0.043 0.018 -1.066
C 1.9467 3.2956 0.1330 -0.025 0.036 -0.033 0.697
C 2.9344 4.1690 0.8109 0.008 -0.006 0.004 -1.536
C -0.6567 2.3785 -2.3399 -0.004 -0.096 0.001 2.265
C -0.3424 3.3155 -3.5125 -0.050 0.058 0.084 -2.035
C -0.6925 0.9540 -2.8944 0.125 0.129 0.040 -0.167
C -2.0032 2.7732 -1.7141 0.049 -0.022 0.018 -1.260
C 2.6316 -2.3412 -2.1082 0.012 0.037 -0.235 1.997
C 1.1946 -1.8899 -2.3445 -0.001 0.004 0.152 -0.230
C 2.6261 -3.8162 -1.7033 0.206 0.160 -0.106 -1.423
C 3.4311 -2.0806 -3.3967 0.032 -0.117 0.326 -1.697
H 6.5157 -0.2478 0.9132 0.003 0.005 0.002 0.400
H 5.4346 0.0555 2.2759 -0.010 -0.004 -0.001 0.300
H 5.6624 1.2935 1.0412 0.000 -0.001 0.001 0.294
H 5.3909 -1.8259 -0.9441 0.007 0.001 -0.005 0.616
H 3.2303 1.7056 2.1167 0.009 -0.013 -0.012 0.025
H 0.3543 -1.4099 4.8191 -0.005 -0.007 0.005 0.571
H 1.8248 0.7126 5.6009 -0.007 0.002 0.003 0.426
H 2.1476 1.9689 4.3930 -0.004 0.004 -0.002 0.359
H 3.2385 0.5926 4.5558 -0.001 -0.002 0.001 0.298
H -0.5416 -2.4010 0.1505 -0.145 -0.054 -0.049 -0.399
H -0.8733 -4.0227 0.6209 -0.011 -0.023 -0.014 0.425
H 0.7772 -3.4212 0.8408 -0.039 0.049 0.007 0.350
H -2.6509 -2.1687 1.6255 -0.025 0.074 -0.030 0.238
H -2.4278 -1.9956 3.3803 0.004 0.001 0.003 0.390
H -2.5741 -3.5854 2.6481 -0.042 -0.048 -0.026 0.469
H 0.9622 -3.8374 3.3060 0.005 0.005 0.004 0.384
H -0.5368 -4.7345 3.0324 -0.004 -0.025 0.003 0.490
H -0.4565 -3.5585 4.3317 0.003 0.002 0.006 0.471
H 1.0805 4.5890 -1.4478 0.014 0.001 -0.006 0.546
H 2.7165 5.2110 0.5902 0.002 0.004 0.006 0.434
H 3.9382 3.9529 0.4366 0.001 -0.002 0.001 0.298
H 2.9372 4.0221 1.8886 -0.005 -0.007 0.004 0.344
H 0.6460 3.1152 -3.9227 0.044 0.021 -0.046 0.458
H -0.3986 4.3631 -3.2203 0.000 0.013 0.016 0.453
H -1.0807 3.1620 -4.2978 -0.010 -0.002 -0.049 0.419
H -0.6986 0.1813 -2.1023 -0.123 -0.081 -0.079 -0.343
H 0.1492 0.7652 -3.5616 0.006 0.006 0.042 0.472
H -1.6121 0.7659 -3.4495 -0.012 -0.014 0.025 0.511
H -1.9597 3.7835 -1.3110 0.006 0.051 0.007 0.496
H -2.2860 2.0996 -0.9069 0.033 0.025 -0.021 -0.168
H -2.7836 2.7474 -2.4690 -0.110 -0.027 -0.117 0.557
H 0.5434 -2.1384 -1.4656 -0.035 0.007 0.088 -0.332
H 0.6791 -2.4922 -3.0923 -0.006 0.053 -0.150 0.653
H 1.1384 -0.8424 -2.6648 -0.001 -0.098 0.004 -0.088
H 1.9869 -3.9257 -0.8342 -0.084 -0.336 0.151 0.285
H 3.6241 -4.1678 -1.4512 0.049 0.025 0.026 0.393
H 2.2548 -4.4289 -2.5202 -0.116 -0.082 -0.031 0.435
H 3.4861 -1.0077 -3.5668 0.026 0.071 -0.266 0.411
H 2.9667 -2.5808 -4.2423 -0.046 0.019 -0.099 0.449
H 4.4459 -2.4611 -3.2998 0.041 -0.015 -0.002 0.417
C -5.3946 2.3946 0.0690 -0.007 -0.020 0.002 -1.148
C -5.9740 1.0355 -0.3089 0.074 0.003 0.011 0.768
C -5.8865 0.7714 -1.8093 -0.040 0.040 0.055 -1.310
C -5.3407 -0.0899 0.5151 -0.076 0.082 -0.007 -1.251
N -3.9416 -0.3572 0.1188 0.013 -0.028 0.039 0.973
C -2.8003 0.1616 0.5394 -0.068 -0.016 -0.006 -1.464
N -1.8243 -0.4009 -0.1600 0.161 -0.044 0.039 1.504
N -2.4194 -1.2749 -1.0205 -0.031 -0.041 0.094 0.056
N -3.6739 -1.2544 -0.8487 0.047 0.026 -0.062 -0.846
H -5.9290 3.1903 -0.4479 0.011 0.008 -0.010 0.434
H -4.3420 2.4785 -0.2226 -0.041 -0.005 0.012 0.064
H -5.4766 2.5863 1.1401 -0.006 0.015 0.012 0.376
H -7.0263 1.0169 -0.0141 -0.005 -0.001 0.005 0.331
H -4.8556 0.8361 -2.1697 0.020 -0.005 0.005 0.111
H -6.4611 1.5207 -2.3509 -0.020 -0.002 -0.005 0.451
H -6.2782 -0.2100 -2.0734 -0.011 -0.022 -0.029 0.382
H -5.8611 -1.0351 0.3763 0.012 -0.012 -0.015 0.395
H -5.3237 0.1568 1.5760 -0.001 -0.030 0.011 0.450
H -2.7043 0.9057 1.3133 0.002 -0.018 0.021 0.309
```
Positions in Å, forces in eV/Å.

***

Entry 2:
A molecular structure, C29H50Br4N3O8P2SbScTe, computed with ωB97M-V/def2-TZVPD.

Values from the calculation:
charge	-1
LUMO energy	1.7	eV
ΔE to the lowest compared entry with this formula, charge and spin	33.4	kcal per mole
multiplicity	1
Kohn-Sham gap	4.961	eV

```
99
Properties=species:S:1:pos:R:3:forces:R:3:mulliken_charge:R:1
Sc -0.8524 0.4608 -0.4694 0.620 0.482 -0.274 -1.208
N -1.6625 -3.7670 -2.3113 -0.083 0.156 0.193 -0.180
C -1.8072 -3.1053 -0.9474 0.183 0.475 0.022 0.289
C -2.5918 -3.9589 0.0206 0.006 -0.112 -0.099 -1.677
P -2.4984 -1.4359 -1.4087 -0.177 -1.159 -0.160 1.469
O -3.8799 -1.9607 -2.0127 -0.088 0.232 0.134 -0.842
O -2.5475 -0.6926 -0.0744 0.111 -0.338 -0.282 -0.734
O -1.3935 -1.1318 -2.4022 -0.317 0.457 0.210 -0.761
P -0.0464 -2.7644 -0.3358 0.406 0.008 0.382 0.502
O 0.7662 -3.3001 -1.6422 0.023 0.196 -0.067 -0.699
O 0.1845 -3.6053 0.8415 -0.428 -0.114 0.083 -0.884
O 0.2396 -1.2594 -0.2646 -0.026 -0.674 -0.025 0.995
H -2.5719 -4.0784 -2.6495 0.013 -0.067 0.013 0.411
H -0.9650 -4.5094 -2.3132 -0.057 -0.061 -0.001 0.385
H -1.3220 -2.9844 -2.9006 0.066 -0.058 -0.046 0.103
H -3.5657 -4.2279 -0.3979 -0.015 0.022 0.015 0.451
H -2.7599 -3.3788 0.9266 -0.004 0.003 -0.001 0.253
H -2.0382 -4.8521 0.3112 -0.008 -0.007 -0.004 0.442
H -4.4280 -1.2105 -2.3192 0.065 -0.004 -0.094 0.016
H 1.5796 -2.7869 -1.7454 0.016 -0.137 0.022 0.367
Br -6.1403 4.8225 0.9128 0.005 -0.006 0.006 -0.194
C -5.2421 3.4706 -0.0523 -0.036 -0.025 -0.071 0.397
C -5.9400 2.6100 -0.8832 0.109 0.028 0.018 0.272
Br -7.8120 2.7565 -1.0734 -0.029 -0.007 0.007 -0.215
C -5.2322 1.6388 -1.6001 -0.067 0.078 -0.001 0.114
Br -6.1196 0.4891 -2.8222 0.020 -0.022 0.009 -0.271
C -3.8494 1.4744 -1.5015 0.099 -0.184 -0.236 -1.268
O -3.1804 0.6033 -2.2103 -0.204 0.226 0.204 0.252
C -3.1402 2.3419 -0.6129 -0.110 0.174 0.056 -0.060
O -1.8292 2.2061 -0.4944 -0.322 0.043 0.206 0.729
C -3.8516 3.3320 0.0540 0.167 0.116 0.064 0.338
Br -2.8255 4.5553 1.0808 -0.008 -0.006 -0.020 -0.210
C 2.3208 0.9549 -0.9481 -0.016 -0.025 -0.039 -0.263
N 1.2433 1.5596 -0.1454 -0.028 0.060 0.122 1.511
C 1.1580 2.9951 -0.4586 -0.064 -0.001 0.055 -0.871
C 1.5829 1.3794 1.2884 -0.102 -0.063 -0.028 -0.373
C 0.3804 1.5798 2.1818 0.000 0.091 -0.055 -0.963
N -0.6822 0.6036 1.8796 -0.218 -0.017 0.051 1.777
C -1.9635 1.0855 2.4267 0.002 -0.016 -0.014 -1.008
C -0.3805 -0.6952 2.5213 0.108 -0.055 -0.130 -1.019
H 3.2731 1.4614 -0.7546 0.004 0.008 0.009 0.424
H 2.0784 1.0387 -2.0082 -0.003 0.019 -0.002 -0.249
H 2.4283 -0.0934 -0.6785 0.001 0.002 0.023 -0.210
H 2.1210 3.4819 -0.2608 0.009 -0.005 0.004 0.445
H 0.3784 3.4692 0.1348 -0.011 -0.003 -0.017 0.130
H 0.9028 3.1325 -1.5070 0.001 -0.004 -0.009 -0.093
H 2.3705 2.0879 1.5731 0.065 -0.042 -0.021 0.520
H 1.9850 0.3710 1.4215 0.040 0.011 0.007 -0.559
H -0.0402 2.5800 2.0533 -0.019 -0.007 0.002 0.421
H 0.6999 1.4808 3.2264 -0.049 0.025 0.029 0.432
H -1.9111 1.1449 3.5202 0.006 -0.007 0.012 0.499
H -2.7562 0.3960 2.1416 0.003 -0.020 0.022 0.194
H -2.1921 2.0693 2.0283 0.003 0.000 -0.007 0.027
H -0.3530 -0.5655 3.6095 -0.024 0.006 0.014 0.407
H 0.5732 -1.1015 2.1844 0.022 0.042 0.030 -0.088
H -1.1582 -1.4119 2.2612 -0.020 0.023 0.013 0.159
C 4.9919 -3.4001 7.7456 -0.036 0.002 -0.076 -1.398
C 4.6399 -3.0968 6.3104 0.036 -0.008 0.042 0.736
C 5.4580 -2.3094 5.5137 -0.015 0.015 -0.015 -1.048
C 5.1436 -2.0223 4.1870 -0.011 -0.050 -0.033 0.954
C 6.0960 -1.1670 3.3973 -0.005 -0.016 0.042 -1.504
C 3.9635 -2.5331 3.6113 -0.070 0.011 0.058 -0.352
Te 3.4355 -2.0571 1.6028 0.319 0.132 -0.073 -0.129
C 3.1300 -3.3367 4.4140 -0.001 0.009 -0.018 1.227
C 1.8347 -3.9301 3.9141 0.032 0.024 0.007 -1.397
C 3.4835 -3.6010 5.7362 -0.039 0.008 -0.047 -0.889
H 5.9445 -2.9443 8.0184 0.000 -0.003 0.011 0.335
H 5.0725 -4.4770 7.9124 0.013 0.004 0.018 0.314
H 4.2285 -3.0220 8.4300 0.010 0.003 0.012 0.304
H 6.3713 -1.8985 5.9361 0.005 -0.012 -0.009 0.169
H 6.9585 -0.8877 4.0071 -0.001 0.000 0.000 0.349
H 5.6006 -0.2631 3.0374 0.002 -0.009 -0.017 0.250
H 6.4402 -1.6955 2.5063 -0.013 0.020 -0.013 0.312
H 1.7164 -3.8211 2.8385 0.006 -0.014 0.003 0.044
H 0.9812 -3.4358 4.3902 0.004 0.001 -0.012 0.255
H 1.7800 -4.9922 4.1692 -0.011 0.015 0.021 0.431
H 2.8198 -4.2211 6.3353 0.013 -0.009 -0.008 0.346
C 1.8049 3.4061 -4.1491 -0.067 -0.059 -0.086 -1.005
C 0.8607 2.3907 -4.7988 0.194 0.008 0.151 -0.801
Sb -0.6856 1.5787 -3.4863 0.044 0.225 -0.425 0.078
C -1.5238 0.3103 -5.0044 0.067 -0.087 -0.017 -0.193
C -1.3884 0.7884 -6.4455 -0.050 -0.011 0.066 -1.367
C -2.0385 3.2107 -3.8567 0.008 0.124 0.207 -0.719
C -1.8284 4.4420 -2.9707 0.017 -0.049 -0.092 -0.917
H 2.5099 3.8165 -4.8772 0.007 0.008 0.011 0.379
H 2.3950 2.9532 -3.3503 -0.011 0.017 0.016 0.211
H 1.2582 4.2482 -3.7185 0.014 -0.004 0.014 0.173
H 1.4392 1.5415 -5.1751 -0.018 0.016 -0.039 0.464
H 0.3525 2.8402 -5.6539 -0.012 -0.018 -0.003 0.536
H -2.5689 0.2055 -4.7102 0.007 -0.032 0.035 0.101
H -1.0548 -0.6645 -4.8709 -0.036 -0.019 -0.011 0.317
H -1.8267 1.7784 -6.5892 0.005 -0.005 -0.012 0.279
H -1.9016 0.1023 -7.1253 -0.006 0.027 -0.021 0.408
H -0.3454 0.8389 -6.7603 -0.003 0.012 -0.011 0.319
H -3.0378 2.7949 -3.7182 0.001 0.008 0.001 0.240
H -1.9261 3.4783 -4.9094 -0.046 -0.041 -0.025 0.717
H -1.7535 4.1765 -1.9165 -0.007 0.003 0.003 -0.018
H -2.6555 5.1486 -3.0766 0.014 0.015 -0.005 0.345
H -0.9116 4.9706 -3.2441 -0.002 0.003 0.014 0.312
```
Positions in Å, forces in eV/Å.

***

no.,F_max (eV/Å)
1,0.38
2,1.18